This record from OMol25 describes a structure of composition C30H38KNS4. The level of theory is ωB97M-V with the def2-TZVPD basis set.

Output
E	-92883.509	eV
relative energy (zero: lowest compared OMol25 entry of this formula, charge and spin)	0.4	kcal/mol
net charge	0
strongest force on any atom	0.49	eV Å⁻¹
E_HOMO	-5.9	eV

Last column: Mulliken charge in e.
Positions of all 74 atoms, in Å:
K  -0.571  -0.115  -0.499  0.564
C  2.269  -2.718  0.971  -0.577
C  2.835  -2.618  -0.445  -1.080
S  2.588  -1.023  -1.270  0.130
C  3.811  -0.028  -0.385  -0.844
C  3.531  1.466  -0.534  -0.905
S  1.961  2.011  0.174  0.129
C  2.372  1.847  1.933  -0.703
C  1.130  1.920  2.818  -1.277
S  -0.238  0.810  2.375  0.396
C  0.574  -0.691  3.039  -0.742
C  0.081  -2.075  2.637  -0.590
S  0.461  -2.648  0.954  -0.014
H  2.668  -1.910  1.586  0.177
H  2.600  -3.660  1.414  0.433
H  2.371  -3.361  -1.095  0.448
H  3.904  -2.838  -0.430  0.499
H  4.806  -0.249  -0.778  0.484
H  3.804  -0.305  0.669  0.374
H  3.504  1.745  -1.589  0.406
H  4.350  2.026  -0.079  0.498
H  3.072  2.642  2.200  0.510
H  2.882  0.895  2.087  0.288
H  0.705  2.925  2.761  0.409
H  1.433  1.768  3.857  0.478
H  0.508  -0.623  4.128  0.475
H  1.633  -0.612  2.785  0.186
H  -1.004  -2.129  2.695  0.067
H  0.508  -2.796  3.339  0.649
C  -3.483  2.420  -0.945  -1.306
C  -2.497  1.723  -1.839  0.927
C  -1.291  2.319  -2.191  -0.712
C  -0.360  1.658  -2.989  0.850
C  0.918  2.338  -3.393  -1.687
C  -0.655  0.367  -3.425  -0.747
C  -1.863  -0.257  -3.093  0.623
C  -2.180  -1.642  -3.578  -1.579
C  -2.773  0.437  -2.302  -0.266
H  -4.465  2.477  -1.417  0.389
H  -3.155  3.430  -0.703  0.407
H  -3.606  1.862  -0.013  0.053
H  -1.075  3.323  -1.840  0.307
H  1.696  1.609  -3.624  0.337
H  1.280  2.996  -2.602  0.330
H  0.765  2.949  -4.284  0.409
H  0.059  -0.164  -4.046  0.383
H  -2.734  -2.200  -2.824  0.205
H  -1.273  -2.193  -3.828  0.379
H  -2.800  -1.603  -4.476  0.390
H  -3.709  -0.039  -2.024  0.290
N  -2.163  -0.673  1.378  0.244
C  -3.376  -0.722  1.663  -1.842
C  -4.410  -1.206  0.651  0.809
C  -4.112  -2.297  -0.162  -0.550
C  -4.983  -2.700  -1.162  -0.436
C  -6.160  -1.995  -1.390  -0.510
C  -6.466  -0.905  -0.588  -0.799
C  -5.607  -0.530  0.438  -0.126
C  -3.981  -0.314  2.992  0.703
C  -3.630  0.891  3.589  -0.327
C  -4.166  1.257  4.815  -0.829
C  -5.056  0.415  5.468  -0.399
C  -5.415  -0.790  4.881  -0.731
C  -4.890  -1.144  3.646  0.002
H  -3.174  -2.816  0.001  0.388
H  -4.745  -3.566  -1.769  0.465
H  -6.837  -2.300  -2.177  0.385
H  -7.380  -0.347  -0.753  0.392
H  -5.864  0.308  1.076  0.465
H  -2.922  1.534  3.083  0.278
H  -3.889  2.203  5.266  0.386
H  -5.471  0.701  6.426  0.380
H  -6.111  -1.452  5.381  0.385
H  -5.185  -2.076  3.178  0.415